This record from OMol25 describes an isolated molecule of C3H7NOS2 in a non-equilibrium geometry. The level of theory is ωB97M-V/def2-TZVPD.

Calculated values
LUMO energy: 0.41 eV
SMILES: N[C@H](C=O)CSS
ΔE to the lowest compared entry with this formula, charge and spin: 47.7 kcal per mole
highest occupied orbital energy: -8.62 eV
energy: -28431.175 eV

Last column: Mulliken charge in e.
Element x y z (Å)
N -1.53141 -0.29180 1.36326  -0.680
C -0.70987 -0.31508 0.17516  0.574
C -0.19926 -1.68404 -0.22004  -0.249
O 0.15857 -2.66561 0.47685  -0.508
C 0.56427 0.52849 0.43091  -0.877
S 1.80789 0.50439 -0.97676  -0.053
S 1.31195 2.20450 -1.97936  -0.185
H -1.92129 0.64437 1.60301  0.263
H -1.07169 -0.50420 2.23513  0.259
H -1.29512 -0.07129 -0.74138  0.206
H 0.06064 -1.76872 -1.33149  0.333
H 1.15289 0.20646 1.44071  0.304
H 0.29699 1.52968 0.69946  0.462
H 1.37543 1.68285 -3.17544  0.152

***

This record from OMol25 describes a cluster of 11 separate species, C34H56N7O4S3 in total in a non-equilibrium geometry. The level of theory is ωB97M-V/def2-TZVPD.

Calculated values
LUMO energy: 1.96 eV
ΔE to the lowest compared entry with this formula, charge and spin: 45.7 kcal per mole
highest occupied orbital energy: -5.78 eV
total charge: -1
energy: -87288.478 eV

Last column: Mulliken charge in e.
Element x y z (Å)
C 13.65619 24.64555 13.43944  -0.193
C 13.28330 25.11655 12.00938  0.283
O 13.18243 26.49843 11.89974  -0.104
H 12.74587 24.61590 14.03824  -0.155
H 14.28310 25.36451 13.96685  -0.335
H 14.05472 23.63310 13.50436  0.294
H 12.43316 24.51613 11.68558  -0.268
H 14.11656 24.69422 11.44775  -0.207
C 15.15572 22.29477 8.69748  -1.038
S 13.63134 21.73163 9.63901  0.753
O 13.04441 20.42362 9.04426  -0.726
C 14.40926 21.23515 11.28006  -1.192
H 15.45621 23.29323 9.01510  0.150
H 14.82539 22.25925 7.65935  0.358
H 15.96076 21.57768 8.85804  0.520
H 13.50865 21.08012 11.87418  0.361
H 14.99845 22.11680 11.53236  0.262
H 15.05815 20.38117 11.08574  0.545
C 16.10374 25.07674 16.60409  -0.503
S 16.18310 25.57750 18.38337  0.380
O 15.94510 27.05484 18.23139  -0.632
C 14.62332 24.93026 19.04540  -0.630
H 15.12062 25.38840 16.25133  -0.107
H 16.21290 24.01331 16.39121  0.306
H 16.78800 25.65843 15.98641  0.417
H 14.28824 25.38715 19.97656  0.422
H 14.66200 23.84239 18.98937  0.180
H 13.92205 25.25973 18.27873  0.148
C 13.67961 25.18720 8.08449  -0.610
S 15.36251 25.67247 7.54488  0.511
O 15.35412 25.40418 6.00504  -0.705
C 15.16937 27.45127 7.91782  -0.607
H 12.98803 26.00509 7.88224  0.478
H 13.65106 24.91828 9.14041  -0.174
H 13.42569 24.34459 7.44135  0.437
H 14.27473 27.86689 7.45414  0.309
H 16.12432 27.92314 7.68652  0.458
H 15.02373 27.54015 8.99438  -0.078
C 9.29395 23.27128 12.88925  -0.126
C 9.64487 22.06682 12.23727  0.198
N 9.93864 21.07779 11.71760  -0.498
H 9.21490 23.12272 13.96618  0.456
H 8.32945 23.61104 12.51188  0.326
H 9.91183 24.13694 12.65058  -0.253
N 12.30382 21.95709 19.01344  0.100
C 11.62346 22.73051 18.10371  -0.929
C 12.37040 22.86956 16.96448  0.018
C 13.43752 22.03687 17.16736  -0.233
C 13.44060 21.48178 18.40075  -1.059
H 11.99888 21.73406 19.95013  0.183
H 10.71203 23.22757 18.40140  0.378
H 12.09116 23.46510 16.10790  0.533
H 14.29124 21.95386 16.51111  0.626
H 14.17192 20.88197 18.92209  0.377
N 10.45292 26.88286 13.18382  0.342
C 9.30217 26.92179 12.42784  -0.582
C 8.25672 26.59832 13.21225  -0.563
C 8.72543 26.31595 14.47484  -0.732
C 10.07986 26.45750 14.38020  -0.435
H 11.39329 26.97578 12.82722  0.057
H 9.30315 27.05941 11.35664  0.323
H 7.19264 26.58746 13.02781  0.460
H 8.13694 26.17826 15.36988  0.452
H 10.90393 26.35301 15.07042  0.529
N 13.54211 29.06315 10.68862  0.487
C 14.26733 30.19421 10.73531  -0.609
C 14.02792 30.94244 9.62951  -0.487
C 13.06972 30.23081 8.83009  -0.661
C 12.75277 29.15324 9.61864  -0.836
H 13.66651 28.29205 11.32896  0.274
H 14.86568 30.40872 11.60845  0.405
H 14.43481 31.91577 9.39829  0.443
H 12.72235 30.60013 7.87650  0.405
H 12.02595 28.36201 9.50872  0.579
N 10.75444 25.38686 9.81742  1.052
C 10.21850 26.11537 8.82433  -0.599
C 9.76757 25.23786 7.86848  -0.634
C 9.89773 23.91019 8.33054  -1.377
C 10.66965 24.02904 9.54621  -0.089
H 11.32656 25.77035 10.55615  -0.294
H 10.33741 27.18474 8.91755  0.542
H 9.30066 25.64390 6.98330  0.416
H 9.61864 23.02809 7.77340  0.441
H 11.24506 23.37754 10.18718  0.445
N 15.74687 27.79163 12.92824  0.516
C 15.90998 28.01121 14.27343  -0.628
C 17.17013 28.61123 14.42032  -0.975
C 17.65429 28.76580 13.11103  -0.604
C 16.75758 28.25700 12.19923  -0.444
H 14.96633 27.35761 12.45656  -0.067
H 15.17051 27.64215 14.96869  0.724
H 17.75147 28.85050 15.29850  0.442
H 18.55550 29.23548 12.74547  0.402
H 16.80567 28.21472 11.12113  0.403
N 19.39487 21.81428 13.97702  0.017
C 18.63133 20.88263 13.29251  -0.524
C 17.27339 21.15685 13.41578  -0.987
C 17.22756 22.39555 14.08494  0.614
C 18.52780 22.78731 14.41192  -0.942
H 20.38975 21.65773 14.05321  0.195
H 19.19241 20.04187 12.91212  0.388
H 16.45647 20.57723 13.01193  0.481
H 16.40681 23.06691 14.29004  0.384
H 18.96429 23.59547 14.98003  0.446

***

Q: Among the records above, which one has the lowest energy?
A: C34H56N7O4S3

***

Q: The lowest LUMO energy belongs to which entry?
A: C3H7NOS2

***

Q: Which value of energy does entry 1 give?
A: -28431.175 eV